{"formula": "C3H3F3N3", "method": "wB97M-V/def2-TZVPD", "symbols": ["C", "C", "C", "N", "N", "N", "F", "F", "F", "H", "H", "H"], "xyz": [[-1.17500, -0.01581, -0.51450], [-0.31993, 1.46391, 1.05233], [0.09957, -0.84468, -0.79941], [-1.33634, 0.99713, 0.24462], [0.79431, 0.93338, 1.29709], [1.10955, -0.50373, 0.14878], [-2.14921, -0.44642, -1.32675], [-0.60970, 2.60342, 1.60624], [1.46979, -1.51608, 0.96651], [-0.09857, -1.83038, -0.56860], [0.29118, -0.84708, -1.81146], [1.92433, 0.00635, -0.29486]], "lumo_energy_ev": [-5.81, -9.51], "spin_multiplicity": 3, "charge": 1, "fmax_ev_per_a": 4.93, "energy_ev": -15766.445, "gap_ev": [8.32, 7.09], "relative_energy_kcal_mol": 73.2}

=====

{"formula": "C17H26Cl2O5S", "method": "wB97M-V/def2-TZVPD", "symbols": ["C", "O", "C", "C", "C", "C", "C", "C", "C", "C", "C", "C", "Cl", "C", "C", "Cl", "C", "O", "O", "C", "O", "H", "H", "H", "H", "H", "H", "H", "H", "H", "H", "H", "H", "H", "H", "H", "H", "H", "H", "H", "H", "C", "S", "O", "C", "H", "H", "H", "H", "H", "H"], "xyz": [[6.97842, -2.88788, 0.33011], [5.68806, -2.18319, 0.28911], [5.79127, -0.79182, 0.75501], [4.61072, -0.34971, 1.83248], [3.09640, -0.78936, 1.38464], [2.17494, 0.48476, 0.81581], [0.95786, -0.19492, -0.04349], [-0.53470, 0.41292, 0.24888], [-0.88709, 0.68236, 1.82498], [-2.17859, -0.13854, 2.40765], [-3.50423, -0.48848, 1.83178], [-4.03244, -0.09853, 0.32987], [-4.08739, 1.67860, -0.20225], [-4.44987, -1.18064, -0.64982], [-4.43307, -2.79331, -0.30282], [-4.99637, -0.65928, -2.38266], [-4.20896, -1.26878, 3.09099], [-5.23785, -2.15771, 3.11789], [-3.44921, -0.86574, 4.31433], [-2.01250, -0.64959, 3.96528], [-0.91137, -0.78084, 4.71378], [7.43235, -2.77245, 1.40313], [6.74895, -4.04032, 0.11765], [7.74883, -2.50288, -0.47153], [6.85712, -0.66697, 1.27009], [5.71236, -0.05684, -0.15268], [4.62921, 0.78934, 2.10851], [4.85514, -0.96420, 2.82648], [2.50773, -1.40882, 2.21699], [3.16603, -1.53614, 0.45591], [2.88260, 1.10894, 0.09310], [1.84370, 1.22362, 1.66015], [1.18776, 0.01011, -1.19290], [0.92322, -1.35445, 0.11328], [-0.71402, 1.40591, -0.38878], [-1.30774, -0.38459, -0.18886], [-1.14604, 1.84189, 1.91971], [0.00323, 0.49742, 2.57282], [-3.34327, -3.20887, -0.05239], [-5.19560, -3.09265, 0.56273], [-4.78710, -3.37226, -1.28414], [-1.86474, 4.50872, -3.70129], [-2.80302, 3.05013, -3.18602], [-1.83613, 2.09056, -2.55910], [-3.15393, 2.45482, -4.85791], [-1.50700, 5.02511, -2.80752], [-1.01008, 4.20716, -4.31141], [-2.51393, 5.17886, -4.26958], [-2.21956, 2.27996, -5.39648], [-3.76089, 3.19190, -5.38835], [-3.70920, 1.51667, -4.78315]], "lumo_energy_ev": -1.61, "fmax_ev_per_a": 9.85, "energy_ev": -64156.500, "gap_ev": 7.54}